Record 1
Molecular formula: C55H51FN5O4P2Ti
Method: DFT, ωB97M-V/def2-TZVPD

Structure (XYZ):
```
119
Properties=species:S:1:pos:R:3:lowdin_charge:R:1
Ti 0.20 -0.36 0.23 0.9187
F 6.13 -2.19 2.98 0.0809
C 5.39 -1.12 3.32 -0.1727
C 4.27 -0.87 2.60 0.1001
C 3.43 0.21 2.93 -0.0441
C 2.22 0.46 2.20 -0.2299
O 1.91 -0.32 1.22 -0.1260
C 1.45 1.56 2.61 -0.0103
C 1.85 2.30 3.70 0.0845
N 2.96 2.07 4.39 0.0432
C 3.26 2.87 5.57 -0.2452
C 2.97 4.33 5.55 -0.0617
C 4.39 3.86 5.51 -0.0788
C 3.79 1.00 4.03 -0.0931
C 4.96 0.73 4.75 0.0748
C 5.79 -0.34 4.44 -0.1117
N 6.93 -0.61 5.17 -0.0631
C 7.06 -0.24 6.57 -0.1249
C 8.31 0.61 6.77 -0.0516
N 9.48 -0.03 6.03 0.0845
C 9.19 -1.45 5.63 -0.0777
C 7.99 -1.51 4.69 -0.1138
C 0.20 2.03 1.93 -0.4954
O -0.45 2.95 2.31 0.1687
O -0.11 1.32 0.83 -0.1662
H 4.00 -1.53 1.78 0.1289
H 1.23 3.12 4.03 0.1602
H 3.10 2.32 6.49 0.1627
H 2.58 4.76 6.47 0.1226
H 2.57 4.77 4.65 0.1165
H 5.00 3.98 6.39 0.1116
H 4.90 3.96 4.57 0.1195
H 5.22 1.40 5.56 0.1022
H 7.09 -1.13 7.20 0.1417
H 6.20 0.34 6.90 0.1270
H 8.59 0.69 7.82 0.1440
H 8.19 1.60 6.35 0.1386
H 10.32 -0.01 6.61 0.1895
H 9.70 0.51 5.19 0.1874
H 9.03 -2.01 6.55 0.1417
H 10.07 -1.86 5.14 0.1494
H 7.68 -2.55 4.64 0.1385
H 8.30 -1.21 3.69 0.1400
C 0.02 -0.85 -4.43 -0.0951
N 0.08 -1.03 -2.97 -0.4906
P 1.45 -0.76 -2.02 0.9272
C 2.57 0.39 -2.82 -0.3468
C 2.68 1.69 -2.34 -0.1033
C 3.53 2.59 -2.97 -0.0541
C 4.26 2.19 -4.08 -0.0429
C 4.17 0.89 -4.55 -0.0454
C 3.33 -0.02 -3.92 -0.0748
C 2.32 -2.34 -1.92 -0.3586
C 1.85 -3.48 -2.57 -0.0780
C 2.52 -4.69 -2.41 -0.0490
C 3.66 -4.76 -1.62 -0.0560
C 4.13 -3.62 -0.98 -0.0637
C 3.47 -2.41 -1.13 -0.1077
P -1.20 -1.35 -1.90 0.9762
C -1.90 -2.94 -2.39 -0.3265
C -2.88 -2.98 -3.38 -0.0708
C -3.37 -4.21 -3.82 -0.0471
C -2.90 -5.38 -3.26 -0.0435
C -1.94 -5.34 -2.25 -0.0520
C -1.43 -4.12 -1.82 -0.0988
C -2.57 -0.19 -2.07 -0.4026
C -2.88 0.55 -3.22 -0.1100
C -3.99 1.38 -3.22 -0.0459
C -4.80 1.48 -2.09 -0.0402
C -4.50 0.74 -0.96 -0.0472
C -3.39 -0.09 -0.95 -0.1011
H 0.86 -1.36 -4.91 0.0838
H 0.05 0.21 -4.70 0.0896
H -0.90 -1.30 -4.81 0.0842
H 2.11 2.01 -1.47 0.0806
H 3.61 3.61 -2.60 0.1159
H 4.92 2.89 -4.57 0.1196
H 4.75 0.58 -5.40 0.1196
H 3.28 -1.04 -4.27 0.1131
H 0.96 -3.44 -3.18 0.0995
H 2.16 -5.57 -2.92 0.1193
H 4.18 -5.70 -1.50 0.1170
H 5.03 -3.67 -0.37 0.1094
H 3.85 -1.52 -0.65 0.1016
H -3.29 -2.07 -3.80 0.1038
H -4.13 -4.24 -4.59 0.1189
H -3.29 -6.34 -3.59 0.1190
H -1.58 -6.26 -1.80 0.1130
H -0.68 -4.10 -1.05 0.0681
H -2.26 0.49 -4.10 0.0984
H -4.23 1.96 -4.10 0.1208
H -5.66 2.13 -2.10 0.1198
H -5.13 0.80 -0.08 0.1170
H -3.17 -0.69 -0.06 0.0903
O -0.83 3.07 -2.07 0.1495
C -0.51 2.01 -1.86 0.0207
C -0.64 -5.61 1.39 -0.0639
C -1.79 -4.92 1.76 -0.0414
C -1.81 -3.54 1.80 0.0000
C -0.66 -2.84 1.45 -0.3053
C 0.50 -3.51 1.08 -0.0528
C 0.51 -4.90 1.05 -0.0710
N -0.65 -1.41 1.51 -0.0787
C -1.08 -0.85 2.77 -0.2866
C -2.08 0.10 2.82 -0.0276
C -2.46 0.63 4.05 -0.0443
C -1.84 0.20 5.22 -0.0591
C -0.84 -0.76 5.15 -0.0605
C -0.45 -1.29 3.93 -0.0171
H -0.63 -6.69 1.38 0.1170
H -2.68 -5.48 2.03 0.1204
H -2.70 -3.01 2.11 0.1292
H 1.41 -2.96 0.87 0.0947
H 1.41 -5.42 0.78 0.1114
H -2.56 0.44 1.91 0.1088
H -3.24 1.37 4.10 0.1214
H -2.15 0.60 6.17 0.1140
H -0.37 -1.11 6.06 0.1108
H 0.31 -2.06 3.87 0.1258
```

HOMO-LUMO gap	7.14	eV
highest occupied orbital energy	-14.471	eV
charge	+3
LUMO	-7.335	eV

Record 2
Molecular formula: C55H54N3O2S6Se2W
Method: DFT, ωB97M-V/def2-TZVPD

Structure (XYZ):
```
123
Properties=species:S:1:pos:R:3:lowdin_charge:R:1
W 1.19 -0.14 -1.77 0.5049
C 3.75 2.24 -1.54 -0.4496
C 4.19 1.55 -2.81 -0.4069
S 2.69 0.72 -3.48 0.8038
C 3.48 -0.77 -4.26 -0.4162
C 2.40 -1.71 -4.73 -0.4162
S 1.08 -2.05 -3.48 0.8221
C 1.66 -3.57 -2.66 -0.4456
C 2.89 -3.34 -1.83 -0.4161
S 2.59 -1.96 -0.65 0.9143
C 4.32 -1.36 -0.55 -0.3995
C 4.42 0.00 0.11 -0.3888
S 3.00 1.09 -0.32 0.7918
H 2.96 2.96 -1.76 0.0810
H 4.57 2.77 -1.06 0.1076
H 4.97 0.80 -2.65 0.0855
H 4.53 2.26 -3.56 0.1059
H 4.15 -1.23 -3.54 0.0601
H 4.07 -0.40 -5.11 0.1102
H 2.81 -2.67 -5.01 0.1059
H 1.87 -1.28 -5.59 0.0796
H 1.82 -4.33 -3.43 0.1079
H 0.81 -3.85 -2.03 0.0899
H 3.77 -3.12 -2.44 0.0803
H 3.11 -4.23 -1.23 0.1091
H 4.71 -1.33 -1.57 0.0622
H 4.88 -2.10 0.01 0.1147
H 5.34 0.51 -0.15 0.1110
H 4.33 -0.09 1.19 0.0693
C -3.03 -6.62 3.13 -0.0263
C -2.39 -5.46 2.45 -0.2429
C -3.09 -4.67 1.55 -0.0028
C -2.50 -3.57 0.95 -0.0430
C -1.19 -3.26 1.25 -0.3511
C -0.45 -4.06 2.13 -0.0742
C -1.06 -5.14 2.72 -0.0130
S -0.37 -1.73 0.84 1.0274
O -0.33 -1.52 -0.69 -0.6936
C -1.70 -0.63 1.36 -0.3324
C -2.61 -0.16 0.41 -0.0876
C -3.53 0.78 0.78 -0.0095
C -3.51 1.35 2.07 -0.1353
C -4.35 2.42 2.43 -0.0082
C -4.28 2.99 3.67 -0.0415
C -3.36 2.52 4.61 -0.0359
C -2.53 1.47 4.31 -0.0111
C -2.59 0.85 3.04 -0.1088
C -1.71 -0.20 2.68 -0.1638
C -0.79 -0.80 3.66 -0.1551
C -1.25 -1.50 4.81 -0.1041
C -2.62 -1.65 5.11 -0.0061
C -3.01 -2.28 6.26 -0.0387
C -2.06 -2.82 7.15 -0.0410
C -0.73 -2.71 6.87 -0.0093
C -0.29 -2.05 5.70 -0.1427
C 1.09 -1.90 5.43 0.0102
C 1.52 -1.21 4.33 -0.0397
C 0.57 -0.65 3.47 -0.2979
S 0.99 0.36 2.04 0.8983
O 2.08 -0.40 1.31 -0.7871
C 1.79 1.76 2.79 -0.3753
C 1.02 2.91 2.84 -0.0864
C 1.58 4.09 3.28 -0.0121
C 2.92 4.14 3.67 -0.2498
C 3.54 5.42 4.11 -0.0301
C 3.68 2.97 3.62 -0.0120
C 3.12 1.78 3.18 -0.0707
H -4.07 -6.73 2.84 0.0863
H -2.97 -6.50 4.21 0.0954
H -2.50 -7.54 2.88 0.0975
H -4.12 -4.90 1.32 0.1247
H -3.07 -2.93 0.28 0.1158
H 0.57 -3.80 2.36 0.1131
H -0.50 -5.75 3.42 0.1281
H -2.57 -0.55 -0.59 0.1071
H -4.28 1.13 0.08 0.1206
H -5.04 2.80 1.69 0.1208
H -4.93 3.81 3.93 0.1174
H -3.30 2.98 5.58 0.1176
H -1.81 1.12 5.03 0.1238
H -3.35 -1.24 4.44 0.1195
H -4.06 -2.37 6.50 0.1161
H -2.39 -3.31 8.05 0.1178
H 0.01 -3.12 7.53 0.1213
H 1.80 -2.33 6.12 0.1271
H 2.57 -1.08 4.13 0.1120
H -0.01 2.87 2.52 0.1016
H 0.98 4.98 3.32 0.1220
H 2.89 6.26 3.88 0.0845
H 4.51 5.57 3.63 0.0906
H 3.70 5.40 5.19 0.0998
H 4.71 2.99 3.91 0.1261
H 3.71 0.88 3.14 0.1032
Se 0.21 1.83 -0.50 0.7426
C -1.37 2.98 -0.81 -0.4908
C -1.27 4.25 -0.25 -0.1000
C -2.36 5.10 -0.36 -0.1170
N -3.47 4.75 -0.97 0.0849
C -3.57 3.56 -1.50 -0.1316
C -2.55 2.61 -1.44 -0.1595
H -0.37 4.55 0.26 0.0943
H -2.34 6.10 0.06 0.1203
H -4.51 3.33 -1.98 0.1192
H -2.70 1.64 -1.88 0.0367
C 1.05 1.92 -6.07 -0.0234
N -0.08 1.05 -6.23 -0.0540
C -0.84 0.49 -5.27 -0.5613
Se -0.74 0.56 -3.36 0.7359
N -1.92 -0.07 -5.86 0.1365
C -1.87 0.11 -7.22 -0.1628
C -2.74 -0.22 -8.25 0.0189
C -2.36 0.13 -9.53 -0.0375
C -1.14 0.77 -9.78 -0.0382
C -0.28 1.12 -8.76 0.0129
C -0.67 0.80 -7.46 -0.1456
H 1.02 2.40 -5.10 0.0756
H 1.01 2.68 -6.85 0.1142
H 1.98 1.36 -6.19 0.0826
H -2.68 -0.51 -5.36 0.1724
H -3.67 -0.72 -8.05 0.1242
H -3.02 -0.08 -10.35 0.1230
H -0.88 1.01 -10.80 0.1228
H 0.66 1.60 -8.98 0.1197
```

HOMO-LUMO gap (alpha / beta)	6.21 / 5.17	eV
highest occupied orbital energy (alpha / beta)	-13.902 / -13.906	eV
charge	+3
multiplicity	3
LUMO (alpha / beta)	-7.691 / -8.740	eV

Strongest force on any atom values (in eV/A) by entry order: 0.7, 2.3.